1.
24
Properties=species:S:1:pos:R:3:forces:R:3:mulliken_charge:R:1 method="wB97M-V/def2-TZVPD" smiles=NCCCCN.O.O spin_multiplicity=1 de_lowest_ev=1.287 fmax_ha_per_bohr=0.0621
H 1.973 1.022 -0.002 -0.1710 0.0099 -1.1916 0.397
H 1.596 -0.643 0.516 0.8127 0.0900 0.2652 0.357
C 1.369 0.960 1.949 1.5581 -0.1004 -0.3014 -0.594
H -1.752 -0.761 -2.674 0.8441 0.4553 -0.1877 0.211
H 0.889 4.719 1.052 0.1234 -0.7504 -0.5989 0.323
C -0.199 0.256 0.051 2.1120 -0.0792 -2.3950 -0.488
H -2.766 -3.725 -2.390 0.1813 0.0824 -0.0302 0.329
H -2.114 -0.928 -1.116 0.1541 0.0039 0.1204 0.203
H 0.989 -0.902 2.837 -0.0410 -0.0707 -0.1876 0.219
H 1.416 3.384 0.403 0.2219 0.0556 0.2260 0.330
O 0.774 4.089 0.312 -0.3426 0.7385 0.3091 -0.640
H -0.061 0.310 3.366 -0.0899 -0.0502 -0.1588 0.204
H 2.450 1.175 2.079 0.0626 -0.8654 0.5323 0.292
N 0.821 0.079 2.948 0.2200 1.0375 0.6710 -0.476
H 0.504 -0.074 -1.961 0.3255 -0.3263 -0.1967 0.313
H 1.107 2.027 1.999 -1.3496 -0.5454 0.2233 0.246
H -0.801 -0.273 0.766 -0.2390 -0.0131 0.5619 0.433
O -3.255 -4.303 -2.983 -0.1143 -0.1092 -0.0716 -0.664
N -1.365 -1.032 -1.786 -0.8335 -0.6904 0.4301 -0.485
C 1.277 0.398 0.536 -1.8483 0.0627 1.2656 -0.820
C -0.056 -0.657 -1.237 -2.1793 1.5739 0.4203 -0.479
H 0.418 -1.568 -0.936 0.7785 -0.4110 -0.0160 0.237
H -0.620 1.226 -0.235 -0.1812 -0.2150 0.1982 0.234
H -2.593 -4.780 -3.494 -0.0046 0.1172 0.1120 0.316

2.
24
Properties=species:S:1:pos:R:3:forces:R:3:mulliken_charge:R:1 method="wB97M-V/def2-TZVPD" smiles=CC[C@H](N)CN.O.O spin_multiplicity=1 de_lowest_ev=3.022 fmax_ha_per_bohr=0.0900
C -2.370 0.159 -0.788 1.2780 -0.7066 0.2367 -1.134
O -1.825 -5.014 4.085 -3.6650 1.6053 -1.9758 -0.630
H -2.067 -0.609 -1.527 0.4912 -0.1071 0.8876 0.264
H 4.595 0.689 5.130 -0.7937 2.7784 -2.6864 0.336
C 0.032 0.719 -1.246 -2.8727 0.1370 -2.8543 -0.069
O 4.396 1.455 4.406 1.3314 -2.4016 2.8525 -0.660
H -1.493 2.125 -0.294 0.3390 0.1519 0.9020 0.369
H -2.262 -0.171 0.285 -0.1177 -0.0703 -1.2489 0.249
H 0.861 2.566 -1.039 0.3161 -1.2247 0.7036 0.204
H 1.464 1.426 0.112 0.1525 0.1063 0.8619 0.178
H -0.096 -0.390 -1.073 1.0658 1.3728 1.2883 0.377
C -1.429 1.359 -1.037 -0.3658 -1.3394 -2.0625 -0.516
H -1.748 1.916 -1.970 0.3805 -0.6744 0.5642 0.267
H -2.756 -5.056 4.438 1.6692 0.0131 -0.5141 0.328
C 0.368 0.602 -2.856 1.6908 -1.1987 2.8051 -0.738
H -1.240 0.586 -4.031 -3.0585 1.5940 -1.5682 0.164
H 1.250 -0.246 -2.817 -1.1479 2.9889 -0.3110 0.253
H 5.141 2.068 4.565 -0.5410 -0.3756 -0.1701 0.324
H -1.291 -5.418 4.695 1.9955 -1.6190 2.4895 0.302
H -0.653 -1.042 -3.677 -0.3164 2.4538 -0.1796 0.213
H 0.534 1.687 -3.127 0.6327 -1.3547 -0.2682 0.356
N -0.589 0.015 -3.671 1.8176 -4.2336 0.4155 -0.357
N 1.013 1.582 -0.751 1.2454 0.8783 -0.3995 -0.492
H -3.386 0.132 -1.078 -1.5271 1.2259 0.2317 0.412

3.
24
Properties=species:S:1:pos:R:3:forces:R:3:mulliken_charge:R:1 method="wB97M-V/def2-TZVPD" smiles=CC[C@H](N)CN.O.O spin_multiplicity=1 de_lowest_ev=1.674 fmax_ha_per_bohr=0.0893
O 4.139 0.237 4.200 0.0565 0.2048 -0.2551 -0.639
N -0.238 0.517 -3.783 1.1107 -0.1813 1.1001 -0.680
N 1.395 1.432 -0.540 0.0361 0.8627 -0.1213 -0.695
H 1.781 0.238 -3.066 -1.2710 0.6611 0.9902 0.290
H -1.620 1.830 -1.798 0.7149 -0.2490 0.4553 0.343
C -1.949 0.047 -0.597 0.2316 0.7825 1.6872 -1.087
H 3.585 0.916 4.601 0.0779 -0.2834 0.0980 0.319
H -1.782 -0.147 0.495 0.2648 -0.1676 -0.8837 0.286
H -2.985 0.373 -0.574 -0.3069 -0.3716 -0.5641 0.327
H -0.878 1.284 -3.645 -0.5756 -0.0881 -0.3514 0.321
H 1.180 1.489 0.452 -0.1723 -0.4022 -0.1532 0.268
C 0.338 0.841 -1.364 3.2757 -3.2091 -0.2065 0.353
C -1.066 1.252 -1.017 -0.9372 -0.5499 -0.0253 -0.701
O -2.055 -5.322 5.180 -0.6595 0.7110 -1.2993 -0.631
H 0.613 -0.276 -1.319 -1.6701 0.8633 1.2981 0.180
H -2.599 -5.634 4.438 0.0867 -0.9146 0.4739 0.316
H -0.948 1.875 -0.124 -0.3361 0.2201 -0.3481 0.297
C 0.860 0.858 -2.808 -0.3220 1.8997 -1.8989 -0.684
H -2.050 -4.410 4.847 0.5732 0.2035 0.8248 0.314
H 4.116 -0.537 4.767 -0.1363 0.0794 0.1645 0.320
H 1.473 2.405 -0.825 0.2682 0.1065 -0.0054 0.252
H -0.686 -0.315 -3.382 -0.0877 0.2759 -0.4425 0.286
H 1.134 1.926 -3.007 0.0503 -0.6575 -0.3328 0.325
H -1.757 -0.882 -1.132 -0.2717 0.2038 -0.2043 0.319

4.
26
Properties=species:S:1:pos:R:3:forces:R:3:mulliken_charge:R:1 method="wB97M-V/def2-TZVPD" smiles="NC(N)=O.CO.CO.CO" spin_multiplicity=1 de_lowest_ev=1.148 fmax_ha_per_bohr=0.0425
C 10.125 7.046 -12.325 -0.6359 -1.3108 0.1582 -0.588
H 13.381 7.044 -10.254 -0.0365 0.0395 0.0873 0.197
O 9.459 9.517 -7.078 -0.0770 0.6709 0.1023 -0.521
H 8.546 7.280 -11.226 -0.0604 0.0472 -0.0478 0.292
H 8.976 7.522 -7.473 -0.0826 0.0506 0.0867 0.206
C 10.914 10.425 -10.295 -0.1375 0.0697 -0.5725 -0.420
H 14.173 6.965 -14.207 -0.1172 -0.1627 0.0209 0.218
H 11.253 11.287 -9.722 -0.2927 -0.1752 0.4514 0.339
O 9.723 9.857 -9.785 0.1715 0.1604 0.1677 -0.600
H 13.523 8.517 -11.198 0.0799 0.0660 0.5406 0.168
O 9.153 7.875 -11.676 0.4049 0.3251 -0.0654 -0.590
N 13.411 7.524 -11.132 -0.1061 0.5882 -0.4119 -0.317
H 10.725 10.822 -11.298 0.2235 -0.2148 -0.1474 0.275
H 11.714 9.681 -10.306 0.1032 0.0712 -0.1393 0.020
H 9.570 6.276 -12.868 0.1989 0.0229 -0.2497 0.359
C 13.645 6.798 -12.254 0.0523 -2.1859 -0.0392 0.632
H 13.905 8.480 -13.440 0.0814 0.0192 -0.0107 0.167
O 13.579 5.568 -12.275 0.0070 0.7201 0.2516 -0.664
H 9.489 9.101 -10.360 0.1054 0.2800 0.0246 0.428
C 9.663 8.144 -6.882 0.3599 -0.0334 -0.6881 -0.489
H 10.737 6.505 -11.602 0.2127 0.2528 0.0283 0.285
H 10.759 7.559 -13.040 -0.1706 0.5475 0.2089 0.182
H 10.682 7.865 -7.185 -0.0248 -0.1673 0.2158 0.184
H 9.521 7.914 -5.828 0.0192 0.0396 0.0175 0.250
N 13.978 7.482 -13.372 0.0504 0.9455 -0.4159 -0.409
H 9.677 9.794 -7.994 -0.3289 -0.6663 0.4262 0.397

5.
28
Properties=species:S:1:pos:R:3:forces:R:3:mulliken_charge:R:1 method="wB97M-V/def2-TZVPD" smiles="CNC(=O)CNC=O.O.O.O.O" spin_multiplicity=1 de_lowest_ev=1.254 fmax_ha_per_bohr=0.0433
H 1.088 4.271 -0.175 -0.1535 -0.4211 0.3916 0.314
H -1.120 -0.072 -3.154 0.3987 -0.6389 0.2546 0.355
O 0.437 4.151 -0.865 -0.1000 0.6252 -1.0566 -0.639
C 2.254 -0.372 1.772 0.4723 0.4606 1.0954 0.016
N -0.969 0.532 -1.208 1.0395 -0.5322 -0.8579 -0.171
H 1.764 2.683 2.096 -0.8642 -0.6637 0.1566 0.281
C 0.286 -0.796 0.464 -1.1193 0.0872 1.7119 -0.740
O 1.098 2.665 1.397 0.8036 0.8775 -0.7856 -0.622
H -0.368 -1.655 0.657 0.0001 0.1360 -0.6768 0.268
O -3.087 -1.234 -0.797 0.6483 0.2325 -0.1199 -0.544
C -0.373 -0.214 -2.351 -1.2864 0.8257 0.4343 -0.922
N 0.913 -0.558 1.781 0.6838 -0.1229 -2.1133 -0.021
H -0.218 3.528 -0.557 0.1311 -0.1616 0.3959 0.327
O 0.419 -3.575 0.089 -0.2516 0.1580 -0.1826 -0.616
H 2.712 -0.307 0.772 -0.1778 -0.2854 -0.0795 0.358
O -1.389 0.814 0.964 0.6127 0.1354 0.2764 -0.734
C -0.706 0.280 0.096 -0.8632 0.2862 -0.1949 0.413
H -1.920 0.804 -1.378 0.0307 0.5095 0.2892 0.330
H 0.939 -3.517 0.902 0.0635 -0.5358 -0.3732 0.320
H -3.639 -1.967 -0.532 -0.5162 0.0448 -0.1555 0.263
H 0.525 0.264 -2.745 0.2145 -0.2784 0.4583 0.271
H -0.278 -1.258 -2.039 0.2068 0.0909 -0.6800 0.315
H 0.317 2.119 1.500 0.0531 -0.3490 0.9097 0.348
H -3.578 -0.598 -1.331 -0.3910 -0.5563 0.2667 0.272
H 0.369 -0.276 2.578 -0.1514 -0.1499 0.0390 0.265
H 0.598 -4.381 -0.405 0.3154 -0.0657 0.5037 0.280
H 0.992 -1.087 -0.302 0.2424 0.1805 0.2047 0.581
O 2.932 -0.243 2.772 -0.0420 0.1111 -0.1123 -0.568

6.
24
Properties=species:S:1:pos:R:3:forces:R:3:mulliken_charge:R:1 method="wB97M-V/def2-TZVPD" spin_multiplicity=1 de_lowest_ev=0.489 charge=+1 fmax_ha_per_bohr=0.0456
N -3.110 0.699 -0.051 0.2298 -0.0960 -0.2047 -0.518
C -1.825 0.895 -0.698 1.1152 0.0952 -0.0735 -0.978
H 1.760 -2.759 0.830 -0.0360 -0.0541 0.1291 0.263
H -3.501 1.589 0.223 -0.2269 -0.0549 -0.0396 0.229
N -1.004 -0.488 1.095 0.4115 -0.1114 0.0847 -0.192
H 0.828 1.038 -0.707 0.0830 -0.0443 0.8663 0.492
C 0.600 -0.035 -0.732 -0.3488 1.6507 -0.2996 -0.824
H -2.009 -0.306 1.291 0.1615 -0.3277 0.2590 0.426
H -1.788 1.139 -1.761 -0.4590 -0.4564 -0.2151 0.371
H 3.642 1.292 0.093 0.1069 -0.0669 -0.2288 0.305
O 2.989 1.990 -0.010 -0.3921 -1.5088 -1.3632 -0.601
H -0.402 0.144 1.621 -0.2915 0.5307 -0.0738 0.328
H 3.185 2.554 0.696 0.3757 1.6449 1.6288 0.302
H -0.554 -1.400 1.312 -0.5006 -0.3126 -0.1109 0.369
C -0.865 -0.265 -0.376 0.1188 0.1562 -0.2404 0.094
H 0.699 -0.108 -1.813 0.0556 -1.0035 -0.1450 0.461
N 1.032 -2.155 0.471 0.1934 0.5918 0.0065 -0.617
C 1.621 -0.843 0.070 -0.8924 -0.8450 -0.4270 -0.792
H 1.976 -0.361 0.971 0.0077 0.3555 0.0426 0.328
H -1.342 1.766 -0.279 0.0088 0.4667 0.4842 0.491
H -3.763 0.214 -0.652 -0.1428 0.0556 0.0500 0.222
H -1.170 -1.182 -0.875 -0.4316 -0.1672 0.2676 0.261
H 0.699 -2.589 -0.372 -0.1112 -0.4935 -0.3077 0.190
H 2.426 -0.997 -0.618 0.9647 -0.0051 -0.0895 0.392

Number 1: gap between HOMO and LUMO 9.51 eV. Number 2: gap between HOMO and LUMO 8.50 eV. Number 3: gap between HOMO and LUMO 10.20 eV. Number 4: gap between HOMO and LUMO 9.87 eV. Number 5: gap between HOMO and LUMO 9.91 eV. Number 6: gap between HOMO and LUMO 11.33 eV.